Entry from the OMol25 dataset: a single C7H7ClN2O2 molecule (the ωB97M-V functional and the def2-TZVPD basis).

The geometry in ORCA input format:
```
! wB97M-V def2-TZVPD RIJCOSX def2/J DEFGRID3
* xyz 0 1
C -2.082 1.390 -0.338
C -0.907 1.101 0.340
C -0.548 1.827 1.609
C -0.065 -0.026 -0.127
C 0.624 0.041 -1.336
Cl 0.523 1.441 -2.426
N 1.438 -1.036 -1.674
C 1.582 -2.098 -0.828
O 2.337 -2.983 -1.204
N 0.899 -2.186 0.320
C 0.104 -1.175 0.723
O -0.515 -1.385 1.773
H -2.422 0.776 -1.158
H -2.746 2.207 -0.033
H 0.501 2.048 1.634
H -1.064 2.786 1.710
H -0.802 1.211 2.503
H 2.074 -1.000 -2.448
H 1.067 -2.937 0.961
*
```

Output
Lowest unoccupied orbital energy = 0.083 eV
HOMO level = -9.12 eV
SMILES = C=C(C)c1c(Cl)[nH]c(=O)[nH]c1=O

---

Entry from the OMol25 dataset: 2 unconnected molecules or ions with the total composition C7H7ClN6O (the ωB97M-V functional and the def2-TZVPD basis).

The geometry in ORCA input format:
```
! wB97M-V def2-TZVPD RIJCOSX def2/J DEFGRID3
* xyz 0 1
C 1.183 -1.148 1.745
C 1.794 -0.215 0.723
C 2.887 0.704 0.147
Cl 4.309 1.523 0.824
N 2.153 0.764 -0.994
O 2.014 1.095 -2.147
N 1.102 -0.192 -0.359
H 0.883 -2.069 1.259
H 0.287 -0.829 2.185
H 1.641 -1.631 2.608
N -0.624 2.579 1.125
C -1.005 1.540 0.860
C -1.440 0.309 0.335
C -1.931 -0.716 1.240
N -2.454 -1.484 1.937
C -1.459 0.053 -1.013
N -1.540 1.213 -1.878
N -1.756 -1.226 -1.409
H -1.338 1.042 -2.783
H -1.138 1.998 -1.343
H -1.668 -1.854 -0.667
H -1.900 -1.457 -2.395
*
```

Output
Lowest unoccupied orbital energy (spin up / spin down) = -0.893 / -0.899 eV
HOMO level (spin up / spin down) = -8.61 / -8.61 eV
SMILES = CC1=C(Cl)[N+]([O-])=N1.N#CC(C#N)=C(N)N

---

Entry from the OMol25 dataset: 2 unconnected molecules or ions with the total composition C7H7ClS2 (the ωB97M-V functional and the def2-TZVPD basis).

The geometry in ORCA input format:
```
! wB97M-V def2-TZVPD RIJCOSX def2/J DEFGRID3
* xyz 0 1
C -2.092 -0.348 -0.388
C -1.717 -0.233 0.944
C -1.220 0.115 -1.390
C -0.470 0.117 1.230
C -0.049 0.785 -1.106
C 0.400 0.666 0.258
C 1.662 1.114 0.715
S 1.928 -2.013 -1.053
S 2.646 -1.293 0.567
Cl 2.741 2.028 -0.208
H -3.068 -0.690 -0.604
H -2.363 -0.619 1.653
H -1.527 -0.051 -2.391
H -0.129 0.067 2.328
H 0.666 1.250 -1.748
H 1.930 1.226 1.804
H 0.662 -2.121 -0.612
*
```

Output
Lowest unoccupied orbital energy (spin up / spin down) = -1.050 / -0.929 eV
HOMO level (spin up / spin down) = -7.58 / -7.93 eV

---

Entry from the OMol25 dataset: a single C7H7F molecule (the ωB97M-V functional and the def2-TZVPD basis).

The geometry in ORCA input format:
```
! wB97M-V def2-TZVPD RIJCOSX def2/J DEFGRID3
* xyz 0 1
C -0.190 1.367 0.350
C -1.635 1.335 0.365
C 0.534 0.253 0.024
C -2.217 0.137 0.221
C -0.196 -0.904 -0.299
C -0.040 -2.167 -0.432
C 2.009 0.284 -0.091
F -3.421 -0.269 0.175
H 0.286 2.242 0.531
H -2.191 2.242 0.709
H -0.838 -2.901 -0.612
H 0.929 -2.756 -0.401
H 2.336 1.069 0.680
H 2.263 0.768 -1.097
H 2.373 -0.700 -0.123
*
```

Output
Lowest unoccupied orbital energy = 0.112 eV
HOMO level = -7.92 eV

---

What did we get for electronic energy? Answer: -26970.25223; -30875.97458; -41563.40336; -10084.40085 eV, in the order shown.
What did we get for energy relative to the best compared isomer or geometry (same formula, charge and spin)? Answer: 0.0; 444.8; 189.5; 492.2 kJ/mol, in the order shown.